Record 1
DFT (ωB97M-V with the def2-TZVPD basis set) results for C9H10CuNO5 as an isolated structure in a non-equilibrium geometry.

Properties
LUMO level (alpha / beta)	-6.73 / -6.73	eV
2S+1	2
frontier orbital gap (alpha / beta)	6.9 / 6.9	eV
net charge	+1

Positions of all 26 atoms, in Å:
C 3.199 0.125 1.046
C 2.504 -0.797 -0.150
C 0.907 -0.419 -0.145
C 0.539 1.031 -0.827
N -0.923 1.218 -1.166
C -1.769 0.685 -0.028
C -2.481 -0.656 -0.016
C -2.533 -1.830 -1.159
O -2.830 -1.465 -2.410
O -2.230 -3.262 -0.925
C -3.139 -0.622 1.485
O -3.391 -1.788 2.086
O -3.294 0.777 1.916
C -2.045 1.437 1.421
O -1.332 2.395 2.034
H 4.275 -0.287 1.329
H 2.555 0.122 2.050
H 3.328 1.231 0.684
H 2.584 -1.918 0.225
H 3.027 -0.643 -1.207
H 0.540 -0.524 0.975
H 0.338 -1.285 -0.738
H 1.243 1.141 -1.777
H 0.907 1.872 -0.070
H -1.185 0.811 -2.092
Cu 1.209 2.651 -2.541

=====

Record 2
DFT (ωB97M-V with the def2-TZVPD basis set) results for an isolated molecule of C3H5N3O4 in a non-equilibrium geometry.

Properties
LUMO level	0.03	eV
frontier orbital gap	10.9	eV
SMILES	O=[N+]([O-])[C@H]1CCN1[N+](=O)[O-]
ΔE to the lowest compared entry with this formula, charge and spin	776.95	kJ/mol

Positions of all 15 atoms, in Å:
O -1.851 2.746 -0.467
N -1.707 1.758 0.173
O -2.108 1.414 1.253
C -0.913 0.722 -0.602
C 0.503 0.495 0.077
C 0.001 -0.854 0.526
N -1.187 -0.631 -0.330
N -2.439 -1.037 -0.107
O -2.570 -1.994 0.592
O -3.339 -0.398 -0.630
H -1.031 0.909 -1.643
H 0.771 1.400 0.615
H 1.341 0.284 -0.602
H 0.343 -1.800 0.466
H -0.320 -0.662 1.493